No. 1
Computed, not measured: a single C3H7N2P molecule, with ωB97M-V/def2-TZVPD.

Structure (XYZ):
```
13
Properties=species:S:1:pos:R:3
P -2.33 -0.36 -0.05
N 1.13 -1.49 -0.44
N 0.00 -1.43 -0.94
C 0.44 0.75 0.01
C 1.55 -0.29 0.39
C -0.58 -0.08 -0.75
H 1.63 -0.39 1.40
H 0.03 1.27 0.92
H -2.50 1.06 0.26
H 2.57 -0.05 0.05
H 0.95 1.45 -0.59
H -0.94 0.29 -1.68
H -1.94 -0.74 1.43
```

Computed properties:
Total charge: 0
Kohn-Sham gap: 10.033 eV
Multiplicity: 1
Structure (SMILES): P[C@H]1CCN=N1
Energy above the lowest of the compared OMol25 structures with the same formula, charge and spin: 7.2 kcal/mol

---

No. 2
Computed, not measured: 2 unconnected molecules or ions with the total composition C24H26BF3NO3, with ωB97M-V/def2-TZVPD.

Structure (XYZ):
```
58
Properties=species:S:1:pos:R:3
F -6.58 1.46 -1.92
F -6.26 2.99 -0.41
F -6.19 3.51 -2.54
O -1.13 -0.86 1.38
O -2.39 2.61 2.38
O -3.65 0.85 1.26
N -3.61 0.94 3.68
C 0.17 0.70 2.43
C -2.74 3.27 3.64
C 0.76 -0.55 2.60
C -4.36 2.27 -1.64
C 0.52 1.99 0.07
C -3.51 3.29 -1.20
C -0.65 0.45 1.28
C -2.63 0.67 -1.52
C -1.92 1.57 -0.74
C -2.26 2.92 -0.76
C -0.16 -1.48 2.13
C 1.54 4.04 0.82
C -3.60 2.25 4.42
C -4.75 0.05 1.70
C 1.68 1.60 -0.56
C -3.88 1.01 -1.95
C -4.94 0.41 3.19
C -0.66 1.02 0.02
C 2.75 2.49 -0.58
C 2.67 3.70 0.10
C -0.09 -2.89 2.30
C -2.89 -0.13 4.47
C 0.44 3.18 0.81
C -5.83 2.56 -1.65
B -3.18 1.49 2.37
H -1.82 3.54 4.16
H -4.65 2.56 4.44
H 1.51 4.99 1.36
H -3.41 -0.13 5.44
H -3.25 2.04 5.44
H -0.51 3.42 1.29
H -0.70 -3.23 3.14
H -4.51 -1.00 1.49
H -3.82 4.32 -1.09
H 0.50 1.65 2.85
H 0.96 -3.10 2.61
H -4.51 0.28 -2.47
H 3.52 4.39 0.09
H -2.20 -0.31 -1.75
H -5.17 -0.44 3.81
H -3.29 4.17 3.35
H -0.43 0.12 -0.54
H -0.32 -3.44 1.37
H -1.58 3.69 -0.39
H 3.64 2.20 -1.12
H -5.63 0.34 1.09
H 1.71 0.62 -1.08
H -1.81 0.05 4.63
H 1.77 -0.78 2.92
H -3.03 -1.11 3.99
H -5.66 1.23 3.30
```

Computed properties:
Total charge: +1
Kohn-Sham gap: 7.379 eV
Multiplicity: 1
Energy above the lowest of the compared OMol25 structures with the same formula, charge and spin: 30.8 kcal/mol

---

No. 3
Computed, not measured: a molecular structure, C20H20CdN6O6, with ωB97M-V/def2-TZVPD.

Structure (XYZ):
```
53
Properties=species:S:1:pos:R:3
Cd 12.74 -29.96 13.74
O 15.92 -27.57 13.95
O 11.06 -33.24 11.86
O 15.13 -27.00 15.90
O 9.37 -31.90 12.06
O 14.09 -28.49 14.70
O 11.31 -31.35 12.87
N 15.05 -27.65 14.85
N 11.25 -28.36 13.60
N 12.00 -30.48 15.84
N 14.38 -31.43 14.11
N 13.62 -29.57 11.67
N 10.55 -32.17 12.25
C 10.41 -28.26 12.57
C 11.06 -27.46 14.58
C 16.70 -32.00 13.77
C 16.46 -33.32 14.15
C 14.82 -28.85 9.20
C 13.79 -28.29 11.28
C 10.58 -31.82 17.28
C 15.16 -33.69 14.43
C 11.14 -31.48 16.05
C 10.12 -26.43 14.57
C 10.87 -31.02 18.36
C 11.77 -29.98 18.17
C 14.36 -27.88 10.09
C 12.34 -29.75 16.93
C 9.33 -27.38 12.50
C 14.19 -32.68 14.52
C 14.14 -30.46 10.80
C 15.66 -31.09 13.82
C 14.75 -30.17 9.60
C 9.22 -26.43 13.49
H 12.99 -28.90 16.79
H 13.25 -33.01 14.94
H 13.50 -27.55 12.02
H 15.29 -28.53 8.28
H 10.83 -32.09 15.21
H 8.72 -27.44 11.61
H 10.11 -25.83 15.46
H 15.86 -30.06 13.54
H 14.38 -26.83 9.83
H 14.95 -34.69 14.79
H 10.52 -29.03 11.82
H 11.86 -27.37 15.30
H 17.29 -34.01 14.25
H 17.66 -31.62 13.46
H 12.02 -29.34 19.00
H 15.19 -30.89 8.92
H 14.07 -31.50 11.11
H 10.43 -31.17 19.34
H 9.91 -32.67 17.35
H 8.40 -25.72 13.48
```

Computed properties:
Total charge: 0
Kohn-Sham gap: 8.919 eV
Multiplicity: 1
Energy above the lowest of the compared OMol25 structures with the same formula, charge and spin: 11.0 kcal/mol

---

No. 4
Computed, not measured: a molecular structure, C9H24AlF4N5O12PS4, with ωB97M-V/def2-TZVPD.

Structure (XYZ):
```
60
Properties=species:S:1:pos:R:3
S 14.90 -18.70 -0.53
S 15.10 -17.36 -7.98
S 17.11 -18.15 -0.36
S 17.32 -16.29 -7.99
P 12.59 -19.56 -4.35
Al 15.93 -16.82 -4.05
F 13.72 -18.21 -1.53
F 14.12 -17.60 -6.74
F 18.34 -15.60 -6.98
F 18.34 -17.83 -1.44
O 18.18 -17.24 -8.66
O 14.47 -16.38 -8.81
O 15.30 -18.68 -8.51
O 14.78 -20.12 -0.63
O 17.60 -19.44 0.07
O 13.55 -18.44 -4.20
O 16.92 -15.11 -8.72
O 14.47 -17.92 0.60
O 17.24 -16.98 0.48
O 13.23 -13.31 -1.59
O 14.36 -15.05 -2.47
O 13.01 -15.35 -0.75
N 16.38 -16.94 -6.93
N 11.52 -19.66 -3.08
N 13.25 -21.07 -4.54
N 16.08 -18.04 -1.50
N 11.58 -19.36 -5.72
C 13.58 -21.60 -5.90
C 13.97 -12.30 -2.27
C 14.27 -21.52 -3.57
C 13.59 -14.59 -1.66
C 11.28 -20.85 -2.27
C 11.96 -14.79 0.05
C 10.59 -20.36 -6.08
C 11.38 -18.08 -6.37
C 11.09 -18.43 -2.39
H 10.74 -20.70 -7.11
H 11.50 -18.18 -7.46
H 10.01 -18.43 -2.18
H 10.34 -17.79 -6.18
H 10.64 -21.25 -5.44
H 11.97 -20.85 -1.42
H 10.27 -20.86 -1.86
H 11.79 -15.46 0.89
H 13.84 -21.96 -2.66
H 13.28 -11.71 -2.86
H 14.22 -22.46 -5.86
H 11.05 -14.70 -0.54
H 11.51 -21.71 -2.90
H 14.90 -22.34 -3.90
H 14.91 -20.72 -3.21
H 11.30 -17.61 -3.07
H 9.61 -19.93 -5.86
H 11.98 -17.29 -5.95
H 12.18 -13.88 0.61
H 14.06 -20.76 -6.42
H 12.66 -21.81 -6.45
H 14.64 -12.82 -2.97
H 14.67 -11.72 -1.67
H 11.62 -18.30 -1.45
```

Computed properties:
Total charge: +1
Kohn-Sham gap: 2.392 eV
Multiplicity: 1

---

No. 5
Computed, not measured: a single C4H6O2 molecule, with ωB97M-V/def2-TZVPD.

Structure (XYZ):
```
12
Properties=species:S:1:pos:R:3
O 2.19 0.87 0.04
O 0.08 0.86 0.86
C -0.47 -0.04 -0.02
C -0.19 -1.53 0.32
C -1.16 0.42 -1.05
C 1.35 1.36 0.70
H -0.69 -1.83 1.22
H 0.87 -1.51 0.13
H -1.66 -0.14 -1.83
H 1.51 2.16 1.49
H -0.69 -2.10 -0.56
H -1.13 1.48 -1.29
```

Computed properties:
Total charge: 0
Kohn-Sham gap: 10.777 eV
Multiplicity: 1
Structure (SMILES): C=C(C)OC=O
Energy above the lowest of the compared OMol25 structures with the same formula, charge and spin: 35.2 kcal/mol

---

No. 6
Computed, not measured: a gas-phase ion, C7H10NO4S (charge -1), with ωB97M-V/def2-TZVPD.

Structure (XYZ):
```
23
Properties=species:S:1:pos:R:3
S 2.95 -0.16 0.11
O 3.93 0.67 -0.57
O -1.76 -0.09 0.09
O 3.03 -1.59 -0.22
O 2.82 0.13 1.53
N 0.53 -0.86 -0.47
C -2.51 -2.77 0.13
C 0.30 1.40 0.21
C 1.33 0.23 -0.59
C -0.77 -1.05 -0.14
C -1.49 1.15 0.75
C 0.30 2.64 -0.66
C -1.27 -2.38 -0.20
H -0.27 2.45 -1.57
H -3.24 -2.07 0.48
H -2.10 1.94 0.33
H 0.82 1.57 1.15
H -0.55 -3.13 -0.53
H -1.47 1.07 1.83
H 1.08 -1.72 -0.61
H -0.14 3.49 -0.15
H 1.32 2.89 -0.93
H -2.83 -3.80 0.04
```

Computed properties:
Total charge: -1
Kohn-Sham gap (alpha / beta): 6.634 / 6.803 eV
Multiplicity: 1
Energy above the lowest of the compared OMol25 structures with the same formula, charge and spin: 77.3 kcal/mol

---

No. 7
Computed, not measured: a single C5H9NO molecule, with ωB97M-V/def2-TZVPD.

Structure (XYZ):
```
16
Properties=species:S:1:pos:R:3
O -3.81 -1.08 0.16
N -2.05 0.28 -0.75
C 0.37 0.84 0.05
C -2.91 -0.41 -0.18
C -1.14 1.12 0.07
C 0.71 -0.64 0.24
C 2.09 -0.93 -0.29
H 2.27 -2.00 -0.04
H 0.58 1.19 -1.04
H 2.29 -0.85 -1.31
H 0.60 -0.85 1.25
H 0.97 1.43 0.84
H -0.10 -1.13 -0.29
H -1.48 1.24 1.15
H 2.96 -0.45 0.26
H -1.34 2.24 -0.13
```

Computed properties:
Total charge: 0
Kohn-Sham gap: 11.053 eV
Multiplicity: 1
Structure (SMILES): CCCCN=C=O
Energy above the lowest of the compared OMol25 structures with the same formula, charge and spin: 40.0 kcal/mol

---

No. 8
Computed, not measured: a molecular structure, CH4CsO, with ωB97M-V/def2-TZVPD.

Structure (XYZ):
```
7
Properties=species:S:1:pos:R:3
Cs 2.76 1.60 -1.37
O 0.30 0.15 -0.47
C -0.56 -0.37 0.57
H -1.47 0.21 0.65
H -0.79 -1.42 0.39
H -0.01 -0.32 1.51
H -0.22 0.15 -1.28
```

Computed properties:
Total charge: +1
Kohn-Sham gap: 10.883 eV
Multiplicity: 1
Energy above the lowest of the compared OMol25 structures with the same formula, charge and spin: 0.8 kcal/mol